{"formula": "C3H4N4", "method": "ωB97M-V/def2-TZVPD", "mol_weight_g_mol": 96.09, "largest_force_ev_per_a": 0.27, "multiplicity": 1, "homo_energy_ev": -9.358, "relative_energy_ev": 1.647, "smiles": "Nc1cncnn1", "energy_ev": -9135.211, "symbols": ["N", "C", "C", "N", "C", "N", "N", "H", "H", "H", "H"], "coordinates": [[-1.095, 0.761, -1.514], [-0.411, 0.312, -0.398], [0.634, -0.632, -0.526], [1.324, -1.010, 0.522], [0.973, -0.426, 1.679], [0.008, 0.459, 1.847], [-0.709, 0.828, 0.787], [-1.462, 0.033, -2.110], [-1.774, 1.489, -1.331], [0.913, -1.052, -1.493], [1.558, -0.697, 2.552]], "nbo_charge": [-0.805, 0.290, 0.019, -0.389, 0.167, -0.218, -0.239, 0.386, 0.398, 0.200, 0.190]}



{"formula": "C3H4N4", "method": "ωB97M-V/def2-TZVPD", "mol_weight_g_mol": 96.09, "largest_force_ev_per_a": 3.03, "multiplicity": 1, "homo_energy_ev": -8.928, "relative_energy_ev": 3.350, "smiles": "Nc1cncnn1", "energy_ev": -9133.508, "symbols": ["N", "C", "C", "N", "C", "N", "N", "H", "H", "H", "H"], "coordinates": [[1.765, -0.485, -0.372], [0.513, -0.076, -0.559], [0.177, 0.927, 0.409], [-0.933, 0.746, 1.062], [-1.731, -0.195, 0.513], [-1.610, -0.672, -0.718], [-0.420, -0.603, -1.324], [1.931, 0.064, 0.506], [2.243, -1.143, -0.988], [0.697, 1.886, 0.424], [-2.633, -0.448, 1.046]], "nbo_charge": [-0.790, 0.369, -0.077, -0.379, 0.108, -0.214, -0.280, 0.428, 0.430, 0.212, 0.191]}



{"formula": "C3H4N4", "method": "ωB97M-V/def2-TZVPD", "mol_weight_g_mol": 96.09, "largest_force_ev_per_a": 7.53, "multiplicity": 1, "homo_energy_ev": -9.046, "relative_energy_ev": 5.650, "energy_ev": -9131.207, "symbols": ["C", "C", "C", "H", "H", "H", "H", "N", "N", "N", "N"], "coordinates": [[0.019, 0.259, -1.058], [-0.891, 0.331, 0.031], [-0.544, -0.172, 1.207], [0.347, 0.748, -3.038], [-1.595, 1.376, -0.095], [-1.020, 0.321, 2.392], [0.701, -1.577, 2.003], [-0.346, 0.760, -2.207], [0.505, -1.168, 1.184], [1.484, -0.768, 0.363], [1.339, -0.110, -0.783]], "nbo_charge": [0.282, -0.309, -0.012, 0.359, 0.261, 0.238, 0.393, -0.632, -0.401, 0.040, -0.218]}



{"formula": "C3H4N4", "method": "ωB97M-V/def2-TZVPD", "mol_weight_g_mol": 96.09, "largest_force_ev_per_a": 6.45, "multiplicity": 1, "homo_energy_ev": -8.965, "relative_energy_ev": 3.725, "smiles": "Nc1cncnn1", "energy_ev": -9133.133, "symbols": ["N", "C", "C", "N", "C", "N", "N", "H", "H", "H", "H"], "coordinates": [[-1.630, 1.090, 0.567], [-0.488, 0.403, 0.132], [-0.212, -1.204, 0.185], [0.924, -1.691, -0.174], [1.780, -0.722, -0.701], [1.580, 0.556, -0.792], [0.478, 1.166, -0.282], [-2.377, 0.653, 1.086], [-1.533, 2.095, 0.739], [-1.232, -1.256, 0.372], [2.710, -1.090, -1.132]], "nbo_charge": [-0.826, 0.318, 0.050, -0.394, 0.160, -0.228, -0.301, 0.391, 0.414, 0.220, 0.194]}



{"formula": "C3H4N4", "method": "ωB97M-V/def2-TZVPD", "mol_weight_g_mol": 96.09, "largest_force_ev_per_a": 3.80, "multiplicity": 1, "homo_energy_ev": -9.281, "relative_energy_ev": 3.103, "smiles": "Nc1cncnn1", "energy_ev": -9133.755, "symbols": ["N", "C", "C", "N", "C", "N", "N", "H", "H", "H", "H"], "coordinates": [[1.853, -0.111, -0.721], [0.555, -0.187, -0.307], [0.044, 0.757, 0.604], [-1.230, 0.873, 0.692], [-2.002, -0.120, 0.189], [-1.539, -1.171, -0.480], [-0.238, -1.126, -0.826], [2.506, 0.389, -0.136], [2.204, -0.934, -1.184], [0.608, 1.407, 1.262], [-2.762, 0.223, 0.907]], "nbo_charge": [-0.785, 0.304, 0.015, -0.408, 0.098, -0.205, -0.258, 0.390, 0.402, 0.196, 0.250]}



{"formula": "C3H4N4", "method": "ωB97M-V/def2-TZVPD", "mol_weight_g_mol": 96.09, "largest_force_ev_per_a": 1.14, "multiplicity": 1, "homo_energy_ev": -9.013, "relative_energy_ev": 3.079, "energy_ev": -9133.778, "symbols": ["N", "C", "C", "N", "C", "N", "N", "H", "H", "H", "H"], "coordinates": [[-2.144, 1.005, 0.331], [-1.231, 0.299, -0.367], [2.498, -0.292, 1.877], [2.335, -0.621, 0.756], [1.871, -0.864, -0.526], [0.734, -0.476, -0.947], [0.011, 0.277, -0.036], [-3.122, 0.922, 0.117], [-1.878, 1.428, 1.207], [-1.604, -0.257, -1.228], [2.529, -1.421, -1.185]], "nbo_charge": [-0.783, 0.298, 0.344, -0.582, 0.194, -0.245, -0.411, 0.399, 0.408, 0.175, 0.204]}